{"formula": "C5H6O", "method": "wB97M-V/def2-TZVPD", "fmax_ha_per_bohr": 0.026, "e_homo_ev": [-8.7, -9.2], "e_above_lowest_kcal_mol": 100.51, "elements": ["C", "C", "C", "O", "C", "C", "H", "H", "H", "H", "H", "H"], "positions_angstrom": [[-0.244034, 1.525889, -0.224215], [-0.211468, 0.054100, 0.040073], [-1.488279, -0.662643, 0.252886], [-2.585331, -0.160149, 0.150797], [0.895374, -0.737645, 0.131802], [2.167273, -0.936107, -0.378183], [0.400161, 2.062487, 0.481806], [0.107545, 1.745899, -1.239522], [-1.272915, 1.883348, -0.114393], [0.640052, -1.635667, 0.723400], [-1.371150, -1.757046, 0.439834], [2.909739, -1.269626, 0.365460]], "forces_ev_per_angstrom": [[-0.03, -0.09, -0.05], [-0.66, 0.47, -0.07], [-0.05, 0.11, 0.01], [0.31, -0.09, 0.07], [0.97, -0.86, -0.28], [-0.71, 0.67, 0.88], [-0.10, -0.10, -0.17], [0.00, 0.00, 0.11], [0.23, -0.03, -0.08], [0.19, -0.28, -0.12], [-0.07, 0.24, 0.05], [-0.08, -0.05, -0.34]], "mulliken_charge": [-1.042, 0.840, -0.164, -0.485, -0.260, -0.526, 0.296, 0.291, 0.324, 0.238, 0.272, 0.218]}

***

{"formula": "C26H35NO5", "method": "wB97M-V/def2-TZVPD", "fmax_ha_per_bohr": 0.011, "e_homo_ev": -8.3, "e_above_lowest_kcal_mol": 0.00, "smiles": "CCOC(=O)C1(CCOc2ccccc2)CCN(Cc2ccc(OCC)c(CO)c2)CC1", "elements": ["C", "C", "H", "H", "O", "C", "O", "C", "C", "C", "N", "C", "C", "H", "H", "H", "H", "C", "C", "C", "C", "C", "C", "C", "H", "C", "O", "H", "H", "H", "O", "C", "C", "H", "H", "H", "H", "H", "H", "H", "H", "H", "H", "H", "H", "H", "C", "C", "O", "C", "C", "C", "C", "C", "C", "H", "H", "H", "H", "H", "H", "H", "H", "H", "H", "H", "H"], "positions_angstrom": [[-3.184563, -3.116370, -2.218619], [-3.971014, -2.367110, -1.152210], [-4.403871, -1.453355, -1.571568], [-4.757954, -2.995304, -0.729360], [-3.140307, -2.017187, -0.045983], [-2.434338, -0.893694, -0.157514], [-2.454204, -0.178630, -1.126439], [-1.613302, -0.607716, 1.100603], [-0.461136, 0.342286, 0.745691], [0.581791, -0.358570, -0.137588], [1.103372, -1.587988, 0.425109], [0.022634, -2.496227, 0.740274], [-1.031148, -1.902022, 1.684752], [-1.826574, -2.628891, 1.847009], [-0.572248, -1.677118, 2.650479], [0.444208, -3.405304, 1.177266], [-0.458370, -2.766727, -0.205204], [2.052524, -1.384277, 1.506083], [3.302192, -0.717048, 0.997174], [3.879466, 0.348343, 1.664547], [5.035749, 0.945956, 1.189298], [5.635591, 0.482842, 0.027632], [5.056949, -0.594161, -0.665377], [3.904756, -1.172630, -0.170133], [3.445731, -1.991549, -0.701943], [5.704978, -1.104651, -1.930042], [5.896923, -0.107993, -2.904348], [6.417665, 0.591635, -2.488273], [5.069942, -1.862043, -2.394157], [6.671088, -1.568931, -1.670123], [6.792028, 0.983883, -0.514422], [7.380698, 2.150127, 0.023643], [6.632456, 3.420156, -0.370520], [5.612866, 3.401835, 0.006674], [6.594483, 3.508232, -1.453701], [7.144707, 4.287854, 0.035843], [7.472319, 2.070226, 1.113287], [8.388215, 2.164142, -0.402623], [5.455908, 1.771304, 1.742133], [3.429652, 0.727927, 2.571239], [1.645157, -0.797039, 2.345463], [2.317019, -2.374333, 1.894664], [1.419783, 0.315475, -0.326689], [0.121745, -0.605189, -1.098310], [-0.842278, 1.207163, 0.203394], [0.009287, 0.694305, 1.666236], [-2.566723, 0.035589, 2.131523], [-3.482484, 1.100970, 1.534735], [-4.557083, 0.428286, 0.912643], [-5.430896, 1.135980, 0.145088], [-6.453274, 0.392648, -0.447366], [-7.391162, 1.008829, -1.248413], [-7.330892, 2.375866, -1.470994], [-6.325735, 3.115272, -0.877537], [-5.377970, 2.508103, -0.069631], [-4.608713, 3.113049, 0.383992], [-6.271693, 4.182007, -1.039449], [-8.063697, 2.858364, -2.099615], [-8.174736, 0.419909, -1.702077], [-6.490116, -0.669021, -0.258448], [-3.867616, 1.757655, 2.328499], [-2.937736, 1.710582, 0.804434], [-3.203648, -0.742038, 2.557731], [-1.973821, 0.477793, 2.934307], [-2.714149, -3.999224, -1.791206], [-2.414954, -2.470039, -2.633657], [-3.853473, -3.422239, -3.017920]], "forces_ev_per_angstrom": [[-0.05, 0.22, 0.35], [-0.23, -0.01, -0.52], [-0.01, -0.16, 0.11], [0.06, 0.11, -0.03], [0.05, -0.27, 0.23], [0.33, 0.14, 0.06], [-0.03, 0.02, -0.15], [-0.02, 0.05, 0.26], [0.00, -0.19, -0.28], [-0.07, 0.28, -0.06], [0.18, -0.12, 0.03], [-0.14, -0.10, 0.24], [0.11, -0.07, -0.28], [0.00, 0.02, 0.10], [-0.03, 0.03, 0.07], [-0.04, -0.02, -0.07], [-0.04, -0.10, 0.01], [-0.04, -0.07, -0.04], [0.01, 0.11, 0.22], [-0.15, -0.24, -0.10], [0.41, 0.21, -0.11], [-0.27, -0.19, 0.09], [0.13, 0.08, -0.16], [0.18, 0.18, 0.08], [-0.06, -0.11, -0.13], [0.19, -0.24, 0.27], [0.04, 0.39, -0.29], [-0.05, -0.11, -0.06], [0.07, 0.00, 0.14], [-0.17, -0.02, -0.06], [-0.20, -0.34, -0.13], [0.16, 0.50, 0.11], [0.06, -0.41, 0.06], [-0.07, 0.06, 0.02], [0.00, 0.04, -0.09], [0.04, 0.12, 0.04], [0.02, -0.06, -0.11], [-0.12, 0.00, 0.15], [0.06, 0.10, 0.01], [-0.08, 0.03, 0.08], [0.07, -0.06, 0.02], [-0.10, 0.05, 0.06], [-0.08, 0.00, -0.09], [0.04, 0.09, -0.02], [0.01, 0.07, 0.05], [-0.04, 0.02, 0.09], [-0.24, 0.11, -0.37], [0.25, 0.24, 0.40], [-0.25, -0.11, -0.11], [-0.18, 0.01, -0.10], [0.17, -0.03, 0.13], [0.02, -0.04, 0.02], [-0.06, 0.16, -0.08], [-0.12, 0.00, -0.08], [0.29, -0.10, 0.22], [0.08, 0.01, 0.05], [0.01, 0.08, -0.01], [-0.06, 0.04, -0.05], [-0.06, -0.06, -0.03], [0.00, -0.13, 0.03], [0.04, -0.03, -0.15], [-0.08, -0.01, 0.03], [0.00, 0.01, 0.11], [0.04, -0.04, 0.00], [0.02, -0.10, -0.01], [0.05, 0.02, -0.07], [-0.06, -0.06, -0.11]], "mulliken_charge": [-1.281, -0.166, 0.289, 0.375, -0.267, -0.132, -0.588, 1.979, -0.928, -1.216, 0.092, -1.178, -1.228, 0.561, 0.423, 0.499, 0.487, -0.706, 0.178, -1.329, -0.674, 1.364, 0.663, -0.582, 0.359, -0.612, -0.591, 0.363, 0.380, 0.247, -0.552, -0.518, -1.075, 0.353, 0.298, 0.386, 0.345, 0.385, 0.320, 0.368, 0.228, 0.496, 0.536, 0.420, 0.449, 0.401, -1.599, -0.787, -0.270, 0.677, -0.315, -0.612, -0.489, -0.661, -0.402, 0.375, 0.364, 0.385, 0.375, 0.476, 0.578, 0.398, 0.347, 0.498, 0.308, 0.275, 0.460]}

***

{"formula": "C5H6O", "method": "wB97M-V/def2-TZVPD", "fmax_ha_per_bohr": 0.008, "e_homo_ev": -9.8, "e_above_lowest_kcal_mol": 48.41, "smiles": "C=C=CCC=O", "elements": ["C", "C", "C", "C", "C", "O", "H", "H", "H", "H", "H", "H"], "positions_angstrom": [[1.162952, 0.534447, -0.417439], [1.108468, -0.692774, 0.030452], [0.571805, -1.812522, 0.433126], [-1.206602, 0.527412, 0.430378], [-0.226629, 1.145856, -0.554389], [-2.319332, 0.171661, 0.138051], [2.059175, 1.041739, -0.772271], [0.441104, -2.039817, 1.486513], [0.106647, -2.471876, -0.295486], [-0.833511, 0.434662, 1.471925], [-0.606783, 0.931178, -1.558286], [-0.257294, 2.230033, -0.392573]], "forces_ev_per_angstrom": [[-0.12, -0.25, 0.05], [-0.23, 0.06, -0.03], [-0.05, 0.03, 0.00], [-0.15, 0.09, -0.07], [-0.10, 0.06, -0.09], [0.29, 0.12, 0.07], [-0.25, -0.14, 0.15], [0.18, -0.08, -0.10], [0.35, -0.17, 0.09], [-0.06, 0.10, -0.09], [-0.02, 0.24, 0.07], [0.16, -0.07, -0.04]], "mulliken_charge": [-0.497, 0.130, -0.590, -0.087, -0.366, -0.503, 0.371, 0.272, 0.263, 0.417, 0.261, 0.328]}

***

{"formula": "C19H16N2NiOSSe", "method": "wB97M-V/def2-TZVPD", "fmax_ha_per_bohr": 0.032, "e_homo_ev": [-7.7, -7.7], "e_above_lowest_kcal_mol": 25.57, "elements": ["Ni", "C", "C", "C", "C", "C", "C", "C", "C", "S", "C", "N", "C", "C", "C", "C", "C", "C", "C", "C", "H", "H", "H", "H", "H", "H", "H", "H", "H", "H", "H", "H", "H", "H", "H", "H", "O", "C", "Se", "C", "N"], "positions_angstrom": [[-2.376239, 1.388158, -0.000740], [0.218663, -3.743809, -0.001248], [1.649423, -3.206407, -0.000165], [2.361506, -3.728776, 1.257181], [2.363034, -3.727754, -1.257108], [1.691605, -1.684265, 0.000460], [2.943955, -1.041747, 0.001469], [3.075771, 0.329726, 0.002082], [1.919491, 1.097413, 0.001658], [1.743700, 2.828111, 0.002186], [0.025633, 2.632396, 0.001026], [-0.385202, 1.392530, 0.000323], [0.659784, 0.488160, 0.000650], [0.550865, -0.902697, 0.000061], [-0.932876, 3.720593, 0.000795], [-0.555039, 5.059716, 0.001505], [-1.524602, 6.045977, 0.001216], [-2.863908, 5.692019, 0.000233], [-3.242485, 4.352364, -0.000568], [-2.290016, 3.349644, -0.000208], [0.230657, -4.832840, -0.001664], [-0.328079, -3.422072, -0.887667], [-0.329158, -3.422768, 0.884762], [2.293970, -4.816268, 1.295803], [1.891349, -3.321563, 2.153193], [3.416736, -3.453660, 1.269898], [2.295634, -4.815218, -1.296672], [3.418269, -3.452542, -1.268224], [1.894053, -3.319814, -2.153385], [3.847041, -1.636469, 0.001789], [4.051619, 0.795614, 0.002857], [-0.443421, -1.332653, -0.000719], [0.497110, 5.316672, 0.002270], [-1.237982, 7.088570, 0.001854], [-3.627398, 6.458358, 0.000006], [-4.298328, 4.115913, -0.001331], [-5.206223, 1.797367, -0.002591], [-4.169527, 1.375179, -0.001896], [-3.440567, -1.611622, -0.002774], [-3.009835, -3.358959, -0.003099], [-2.779003, -4.492597, -0.003235]], "forces_ev_per_angstrom": [[1.13, -1.16, 0.00], [0.23, 0.19, 0.00], [-0.07, -0.22, 0.00], [-0.01, 0.09, -0.07], [-0.01, 0.09, 0.07], [0.05, 0.09, 0.00], [0.08, 0.14, 0.00], [0.09, -0.04, 0.00], [-0.34, 0.10, 0.00], [-0.29, -0.19, 0.00], [0.69, 0.03, 0.00], [-1.05, 0.80, 0.00], [0.47, -0.41, 0.00], [-0.24, -0.03, 0.00], [-0.33, 0.23, 0.00], [0.04, -0.22, 0.00], [-0.04, 0.11, 0.00], [0.08, -0.04, 0.00], [-0.27, -0.25, 0.00], [0.42, -0.94, 0.00], [-0.02, -0.02, 0.00], [-0.05, -0.01, 0.03], [-0.05, -0.01, -0.03], [0.01, -0.02, 0.00], [0.00, -0.04, 0.04], [0.03, 0.00, 0.02], [0.01, -0.02, 0.00], [0.03, -0.01, -0.02], [0.00, -0.04, -0.04], [0.00, -0.04, 0.00], [0.02, -0.01, 0.00], [0.03, -0.05, 0.00], [0.01, 0.08, 0.00], [0.01, 0.01, 0.00], [-0.01, 0.01, 0.00], [0.02, 0.02, 0.00], [-0.71, -0.68, 0.00], [0.16, 1.43, 0.00], [-0.51, 1.49, 0.00], [0.53, -0.51, 0.00], [-0.11, 0.05, 0.00]], "mulliken_charge": [-0.322, -2.209, 2.169, -1.688, -1.686, 0.239, -0.424, -1.359, 1.184, -0.336, 1.705, -0.613, -1.116, 0.589, -0.043, -0.727, -0.768, -0.696, 0.183, 0.041, 0.470, 0.455, 0.455, 0.431, 0.395, 0.361, 0.431, 0.359, 0.394, 0.409, 0.373, -0.019, 0.376, 0.398, 0.403, 0.383, -0.171, 0.486, -0.198, 0.236, -0.550]}